ORCA calculation (ωB97M-V/def2-TZVPD) on one molecule with the formula CH3N3O4 at a distorted geometry.

**Electronic energy**: -504.8054 hartree
**HOMO-LUMO gap**: 0.3704 hartree
**Structure (SMILES)**: CO/[N+]([O-])=N/[N+](=O)[O-]
**Energy relative to the best compared isomer or geometry (same formula, charge and spin)**: 119.5 kcal/mol
**LUMO level**: -0.41 eV

Geometry as ORCA input:
```
! RIJCOSX wB97M-V def2-TZVPD def2/J DEFGRID3
* xyz 0 1
C 1.343 1.755 -1.062
O -0.085 0.900 -0.690
N -0.302 -0.256 0.121
O 0.694 -0.698 0.637
N -1.488 -0.796 0.292
N -1.533 -1.912 1.151
O -1.452 -2.974 0.621
O -1.745 -1.661 2.295
H 1.100 2.725 -0.652
H 2.151 1.229 -0.575
H 1.315 1.688 -2.137
*
```